Entry 1:
# C7H12

A single C7H12 molecule (the ωB97M-V functional and the def2-TZVPD basis, the Open Molecules 2025 dataset).

Structure (XYZ):
```
19
Properties=species:S:1:pos:R:3:forces:R:3
C 0.489513 0.110897 -2.165463 0.0 0.0 0.0
H -1.847769 0.046776 -0.626847 0.1 0.0 0.1
H 0.517815 1.207410 -2.234594 0.0 -0.2 0.0
H -0.384614 -0.215752 -2.745894 0.1 0.1 0.1
H 1.186302 0.011978 -0.123847 -0.2 0.0 -0.1
H -1.083410 1.243229 4.290861 0.0 -0.2 0.0
H -2.023155 -0.257798 4.449957 0.1 0.1 -0.1
H 1.747864 -1.571846 -2.752277 0.0 0.2 0.0
H -0.890294 1.456819 -0.206576 0.0 -0.2 0.0
C -0.949474 0.366263 -0.084188 0.0 -0.2 -0.1
C -1.120725 0.081193 2.552937 0.0 0.0 -0.5
C -1.089700 0.086750 1.348505 0.1 0.4 0.5
H 2.648313 -0.142083 -2.227284 -0.1 0.0 -0.1
H 1.879995 -0.167066 -3.821397 0.0 -0.1 0.2
C -1.123662 0.184194 4.010102 0.0 0.0 0.1
C 1.760409 -0.475489 -2.777251 0.0 0.0 0.0
C 0.299300 -0.280536 -0.702269 0.0 -0.1 0.0
H -0.244255 -0.313086 4.430941 -0.2 0.0 0.0
H 0.227547 -1.371853 -0.615416 0.0 0.1 0.0
```
Forces are in eV/Å.

Energy relative to the best compared isomer or geometry (same formula, charge and spin) ... 30.3 kcal/mol
SMILES ... CC#CCCCC
HOMO-LUMO gap ... 10.400 eV
Highest occupied orbital energy ... -9.3172 eV



Entry 2:
# C29H41MoN9P

A molecular structure, C29H41MoN9P in a non-equilibrium geometry (the ωB97M-V functional and the def2-TZVPD basis, the Open Molecules 2025 dataset).

Structure (XYZ):
```
81
Properties=species:S:1:pos:R:3:forces:R:3
C -2.846836 3.058035 -3.440156 -0.2 -0.4 -0.3
N 1.019937 0.527896 0.034309 0.3 0.7 -2.2
C 5.222310 -1.228985 -3.201933 0.1 0.1 0.4
C 2.948602 -0.553349 -3.484855 0.5 -0.2 0.2
C -0.858964 -1.576118 -0.751883 0.1 0.0 -0.1
H -5.823864 3.192509 -4.998419 0.0 0.0 0.0
H -0.282631 1.265109 5.152708 0.0 0.0 0.0
H -4.433683 4.507371 -3.443094 0.0 0.0 0.0
N 0.774411 0.203205 -3.530628 -0.2 -1.0 -1.5
H -2.818800 0.137405 -5.173095 0.0 0.0 0.0
C -4.404222 1.590247 -5.193483 0.0 -0.1 0.0
H 0.082673 -2.109030 -0.947436 0.0 0.0 0.0
C -3.179826 1.087978 -4.805676 0.0 0.0 0.0
H 4.038229 -2.610536 4.465398 0.0 0.0 0.0
C 2.632494 -1.439836 1.545451 0.1 0.0 -0.1
C -2.034316 -3.736754 -0.153585 0.0 0.1 0.0
C -1.569334 -3.385278 1.272069 0.0 0.1 0.0
H -1.504485 1.938795 0.748005 0.0 0.0 0.1
H 0.225406 -0.958557 3.936479 0.0 0.0 0.0
H -3.224426 2.841439 2.526893 0.0 0.0 -0.1
H -1.945391 -2.810622 -2.114843 0.0 0.0 0.0
C 3.592865 -1.846249 3.831613 0.0 0.0 -0.1
H 6.109878 -1.737412 -3.555359 0.0 0.0 0.0
H 0.837687 -2.549885 3.475735 -0.1 0.1 -0.1
Mo 1.169183 0.927587 -1.694431 0.1 1.1 3.7
H -5.016721 1.037067 -5.892145 0.0 0.0 0.0
H 4.322804 -1.039115 3.747936 0.0 0.0 0.0
H 2.400133 -1.897272 0.574999 0.0 0.0 0.1
C 4.078598 0.052605 -1.538712 -0.2 0.2 0.0
H 1.285622 1.269323 3.358003 0.0 0.0 0.0
C -4.081000 3.556304 -3.823990 0.0 0.1 0.1
H -2.309022 4.695966 -2.276936 0.0 0.0 0.1
H -3.047155 -4.136765 -0.130375 0.0 0.0 0.0
C -2.163376 2.660605 2.696135 0.1 -0.1 0.2
C -4.855197 2.815239 -4.699762 0.0 0.0 0.0
C -0.424288 2.073904 4.434816 0.0 -0.1 -0.1
H 0.002823 2.973972 4.877572 0.0 0.0 0.0
H 2.775254 -3.359162 2.511388 0.0 0.0 -0.1
H -2.340948 3.014835 4.813264 0.0 -0.1 0.0
N -0.490463 0.880229 2.296495 0.5 -0.2 -0.8
C -0.901042 3.272151 -2.092482 0.0 0.1 0.2
H 6.120917 -0.557473 -1.364753 0.0 0.0 0.1
H 4.049459 0.581683 -0.595625 0.0 0.0 0.0
H 1.500482 -0.818921 -5.185670 0.0 0.0 0.0
C -1.076068 1.389778 -3.508253 0.4 0.0 0.0
N -0.410895 2.094623 -2.468352 -0.5 -0.1 -0.4
C 3.354251 -2.436609 2.439602 0.0 0.1 0.2
H 4.024715 -1.669147 -4.949520 0.0 0.0 0.0
H 0.566146 2.684735 2.602941 0.0 -0.1 0.0
H -2.463616 1.327829 4.349564 0.0 0.0 0.0
C 4.065483 -1.202829 -3.973648 -0.5 0.1 -0.2
N 1.392113 -0.959253 2.197384 -0.2 0.5 -0.8
C -2.386124 1.820695 -3.919340 0.0 0.3 0.1
N 2.944396 0.059357 -2.260568 1.4 -0.6 -0.5
C 5.228234 -0.580048 -1.973949 0.2 -0.2 -0.3
C 1.687074 -0.436312 -4.187863 -0.5 0.2 0.1
H -1.571333 -1.637652 2.572849 0.0 0.0 0.0
C -2.024376 -2.501860 -1.072267 0.0 -0.1 0.1
N -2.018321 3.766612 -2.557552 0.1 0.0 0.0
N -0.935808 -1.104509 0.640687 0.5 0.5 -0.2
H -0.893178 -0.698223 -1.421816 -0.1 -0.1 0.0
H -0.350633 3.851292 -1.361644 0.0 0.1 0.0
C 0.338576 1.760993 3.147242 -0.1 0.1 0.3
C 1.090308 -1.487504 3.539377 0.2 -0.1 0.4
C 2.290794 -1.307518 4.465462 -0.1 0.0 -0.1
H 3.288300 -0.580065 1.360388 0.0 0.0 0.1
C -1.794888 -1.903771 1.541181 -0.1 -0.2 0.0
H -2.488572 0.791791 1.671482 0.0 0.0 0.0
P 0.262454 -0.186123 1.301351 -1.2 -1.2 1.9
H -2.842542 -1.652198 1.358665 0.0 0.1 0.1
H -0.503361 -3.601423 1.389186 0.0 0.0 0.1
C -1.703337 1.542141 1.757706 -0.2 0.1 0.1
H -2.958922 -1.947212 -0.972800 0.0 0.0 0.0
H 2.400473 -0.248444 4.705736 0.0 0.0 0.0
H -1.634647 3.592637 2.483827 0.0 0.0 0.0
N -0.461326 0.402566 -4.082090 -0.5 0.0 -0.3
H -1.394462 -4.517292 -0.564893 0.0 0.0 0.0
H -2.103497 -3.979029 2.012808 0.0 0.0 0.0
H 2.067757 -1.822767 5.399161 0.0 0.0 0.0
C -1.926321 2.257526 4.150985 0.0 0.1 -0.1
H 4.307410 -2.692932 1.977061 0.0 0.0 0.0
```
Forces are in eV/Å.

Charge ... +3
HOMO-LUMO gap (alpha / beta) ... 5.866 / 5.846 eV
Multiplicity ... 3
Highest occupied orbital energy (alpha / beta) ... -16.4519 / -16.4618 eV



Entry 3:
# C27H54ClF3N3O2SSi

3 unconnected molecules or ions with the total composition C27H54ClF3N3O2SSi in a non-equilibrium geometry (the ωB97M-V functional and the def2-TZVPD basis, the Open Molecules 2025 dataset).

Structure (XYZ):
```
92
Properties=species:S:1:pos:R:3:forces:R:3
F -3.313683 -1.995527 -1.541072 -0.3 0.3 -0.2
C 1.546751 0.780007 -4.068276 0.0 0.1 -0.2
C -1.243850 1.769822 -2.168688 0.7 1.0 0.4
H 0.385330 -8.214312 1.946799 0.0 0.0 0.0
H -3.309022 1.632714 -1.780428 -0.2 0.1 0.1
H 3.961244 1.368635 3.200251 0.0 -0.1 0.1
H 1.281471 1.814199 -4.279723 -0.3 0.0 0.0
H 3.234541 4.199852 4.054147 0.0 0.0 0.1
O 2.310067 -0.800603 -5.668940 -0.9 0.7 0.2
H -1.321999 -1.384649 -0.486077 0.0 -0.3 -2.1
N 1.024939 2.261404 -1.435112 0.9 1.2 -0.7
H 2.238385 1.822718 6.066078 0.0 0.0 0.0
N 1.640055 2.912935 4.336360 -0.1 0.0 -0.2
H -0.471254 -6.874157 -0.226236 0.0 0.0 0.0
C 1.439485 -0.033999 -5.347392 1.1 -0.8 -0.1
C -2.982169 4.118885 -3.236690 0.4 -0.5 -0.1
C -1.938658 -4.027548 1.003914 0.0 0.2 0.0
H -2.549701 -3.149633 1.233758 0.0 0.0 0.0
C 0.819348 1.922995 3.669446 -0.2 -0.1 0.0
H 4.166059 1.884424 4.877473 0.0 0.0 0.0
H -1.488573 2.596075 -6.091263 0.2 -0.2 -0.2
C -0.054515 4.127172 -4.005441 -0.2 -0.5 0.0
H 0.694291 2.226442 2.620130 0.1 0.1 0.0
F -4.815972 -0.404647 -1.617493 0.3 -0.4 0.0
H 1.508864 -0.440821 -2.325222 0.1 -0.1 0.2
C 2.902774 3.224875 3.690064 0.2 0.2 0.1
H 0.673321 2.615549 6.141242 0.0 -0.1 -0.1
H 2.601508 0.775177 -3.833241 0.2 0.0 0.0
F -4.550248 -1.715012 -3.327078 0.3 0.0 0.5
H 0.445900 -0.184900 3.372810 0.0 0.0 0.0
H -0.824851 -8.609603 3.155274 0.0 0.0 0.0
H 3.369644 4.047333 6.267886 0.0 0.0 0.0
H -1.315720 -4.035399 3.053455 0.0 -0.1 0.0
H 5.002502 2.726172 3.582885 0.0 0.0 0.0
H -0.366803 5.159661 -3.880026 0.1 0.2 0.3
C -0.850296 -4.186651 2.074586 -0.1 0.1 0.1
H -3.347899 4.487692 -4.192730 0.0 0.1 -0.1
H -1.834326 1.055950 -5.237489 0.1 -0.1 -0.3
H -0.134782 -5.266038 -0.877267 -0.1 0.0 0.0
H 1.540128 0.133366 4.709808 0.0 0.0 0.0
H 0.036873 -0.523803 -3.214457 -0.4 0.0 0.3
H -3.069178 2.275985 -5.430979 -0.2 0.0 0.0
H 1.789365 4.845764 6.260331 0.0 0.0 0.0
C -0.950855 -6.574676 2.477703 0.0 -0.2 0.0
H 2.712538 3.382299 2.621837 -0.1 -0.1 0.0
Cl 2.715790 2.289159 -1.616824 -0.2 -0.3 0.0
H 0.871574 5.293815 -0.976303 -0.1 0.1 -0.1
H 0.375479 0.807796 0.382264 2.1 -0.4 -0.3
H -2.660564 4.962697 -2.637784 -0.1 0.1 0.2
H 0.864207 3.914140 -3.467856 0.1 0.2 0.2
C 0.101817 0.285250 -0.532414 -0.8 -0.4 -0.3
C 4.064629 2.235995 3.850932 0.0 0.0 -0.2
C -2.892886 -0.092437 -2.940622 -0.5 0.4 0.8
H -0.184159 1.979970 4.102399 0.0 0.0 0.1
H -0.131080 -3.366935 1.973239 0.1 -0.1 -0.1
C 1.266609 0.455706 3.706247 -0.1 0.0 -0.2
O 0.336546 0.193647 -6.139250 0.2 0.0 0.4
Si -1.527363 2.988671 -3.652702 -0.4 0.5 -1.0
C -0.298721 -1.030444 -0.452073 0.2 0.5 0.2
H -2.060081 -0.631484 -3.371481 0.0 -0.2 -0.1
N -0.119251 -5.436282 2.127785 0.0 0.2 0.0
H -1.513479 -3.868955 0.012211 0.0 -0.1 0.0
H -3.470312 0.430340 -3.693790 0.2 -0.1 -0.4
H 2.240988 3.767460 7.582263 0.0 0.0 0.0
C 0.155974 1.154845 -1.876187 -2.0 -1.9 1.9
C 1.047608 4.480975 -0.274806 0.3 -0.1 0.3
H -2.423950 0.426525 -0.900047 0.3 0.1 0.2
C -0.151257 -7.824222 2.812326 0.0 0.0 0.0
C -2.005082 2.121638 -5.264499 -0.2 0.2 0.7
H 0.192131 4.019923 -5.059484 0.0 -0.1 -0.2
H 0.550191 4.710786 0.663246 -0.1 0.2 0.1
H 1.551503 -6.406231 1.388712 -0.1 0.0 0.0
C -2.483652 0.931403 -1.861371 0.1 -0.6 -0.6
H 0.453735 -1.793259 -0.269809 -0.2 0.1 2.2
H 2.106638 0.266544 3.038167 0.1 0.0 0.1
H 0.569287 -7.625432 3.606142 0.0 0.0 0.0
C 0.448882 3.263399 -0.834892 -1.2 -0.7 0.0
C 0.288980 -6.097649 -0.314341 0.1 0.1 -0.1
H 1.425055 -4.746845 0.926863 -0.1 0.1 0.1
H -1.534249 -6.303700 3.361338 0.0 0.1 0.0
S -1.240394 2.984929 -0.738670 0.0 0.6 0.0
H -0.376340 -0.372380 -5.827017 -0.2 -0.1 -0.2
H 2.110129 4.399486 -0.085145 0.2 -0.1 -0.1
H -1.678510 -6.820481 1.688366 0.0 0.0 0.0
H -2.610760 -4.883753 0.961323 0.0 0.0 0.0
C 2.312893 3.921195 6.505872 0.0 0.0 0.0
C 0.831405 -5.657173 1.052704 0.2 -0.2 -0.1
C -3.887049 -1.074265 -2.341061 -0.3 0.1 -0.5
H -3.815444 3.602933 -2.766429 -0.1 0.1 0.2
H 1.102488 -6.508256 -0.915515 0.0 0.0 0.0
C 0.792009 0.168446 -2.855346 0.6 0.9 -1.3
C 1.697007 2.736387 5.778404 0.1 0.0 0.2
```
Forces are in eV/Å.

Energy relative to the best compared isomer or geometry (same formula, charge and spin) ... 0.0 kcal/mol
Charge ... +1
HOMO-LUMO gap ... 5.554 eV
Highest occupied orbital energy ... -9.8198 eV



Entry 4:
# C2H4OS2

A single C2H4OS2 molecule in a non-equilibrium geometry (the ωB97M-V functional and the def2-TZVPD basis, the Open Molecules 2025 dataset).

Structure (XYZ):
```
9
Properties=species:S:1:pos:R:3:forces:R:3
S 0.467651 -1.255627 -0.924074 0.3 -0.3 1.0
H -0.920331 2.347349 0.141673 0.5 0.1 -0.3
S 0.702477 0.771553 -0.602551 0.9 -0.5 0.2
O 1.141074 -3.062045 1.096757 0.0 2.1 0.1
C 1.042959 -1.900440 0.832880 -0.9 -1.2 -2.5
C -0.961943 1.446786 -0.483276 2.9 2.2 0.4
H -1.180966 1.742930 -1.455726 -1.5 0.0 -1.4
H 1.197565 -0.927047 1.279740 0.5 0.1 1.4
H -1.488485 0.836543 0.114579 -2.6 -2.5 1.1
```
Forces are in eV/Å.

Energy relative to the best compared isomer or geometry (same formula, charge and spin) ... 14.7 kcal/mol
SMILES ... CSSC=O
HOMO-LUMO gap ... 9.735 eV
Highest occupied orbital energy ... -9.1617 eV



Entry 5:
# C11H11NO2Tc

A molecular structure, C11H11NO2Tc in a non-equilibrium geometry (the ωB97M-V functional and the def2-TZVPD basis, the Open Molecules 2025 dataset).

Structure (XYZ):
```
26
Properties=species:S:1:pos:R:3:forces:R:3
C -0.420740 0.303570 -5.180974 0.2 0.2 -0.5
H -2.205238 0.961644 0.658724 -0.3 0.0 0.4
H 3.104179 -1.358889 0.562491 -0.2 0.0 0.2
C -1.624082 0.693581 1.543743 0.4 0.0 0.8
C 2.150014 -0.922098 0.857213 -0.2 0.2 -1.5
H -2.026496 0.084974 -1.769612 -0.4 -0.7 0.0
H -3.087781 1.224830 3.014117 0.2 -0.1 0.0
N 0.132031 0.119820 0.037947 -0.1 0.0 -1.2
C 0.482665 -0.226084 2.461681 -0.2 0.2 -0.7
O 2.753049 -1.255968 -1.953109 -4.8 2.6 0.8
O 0.783584 -0.219310 -2.543240 -1.6 1.0 1.1
H 2.413160 -1.101714 2.994566 -0.4 0.1 -0.4
H -1.700188 0.580985 4.962239 0.1 0.0 -0.3
C -0.042236 -0.067534 3.779054 0.1 0.0 -0.3
H 0.655067 0.432795 -5.185144 0.1 -0.1 0.4
C -2.086424 0.822930 2.858622 -0.5 0.3 -1.3
H -0.852265 0.507016 -4.149104 -0.1 0.1 -0.5
C 1.751779 -0.779789 2.174987 -0.3 0.2 0.5
H -0.677028 -0.696179 -5.507288 -0.1 -0.3 0.5
H -0.795304 0.968417 -5.953758 -0.5 0.4 0.4
C -1.306087 0.457223 3.954179 0.5 -0.2 0.5
C 1.682918 -0.681073 -1.640729 5.5 -2.9 0.0
C 1.321077 -0.480049 -0.194535 0.8 -0.5 0.9
Tc -0.636146 0.798668 -1.757231 2.5 -0.6 -0.1
H 0.563248 -0.367350 4.643001 -0.2 0.1 -0.4
C -0.332754 0.199572 1.332153 -0.5 0.2 0.9
```
Forces are in eV/Å.

Energy relative to the best compared isomer or geometry (same formula, charge and spin) ... 0.0 kcal/mol
Charge ... +2
HOMO-LUMO gap (alpha / beta) ... 5.769 / 5.179 eV
Multiplicity ... 4
Highest occupied orbital energy (alpha / beta) ... -16.8445 / -16.7766 eV



Entry 6:
# C3H4F3NO3

A single C3H4F3NO3 molecule in a non-equilibrium geometry (the ωB97M-V functional and the def2-TZVPD basis, the Open Molecules 2025 dataset).

Structure (XYZ):
```
14
Properties=species:S:1:pos:R:3:forces:R:3
H 1.658907 -0.607598 2.435516 -0.5 0.1 -1.2
C -0.301177 -0.262449 -0.430362 -1.4 -0.5 0.5
N 1.228299 -0.484746 1.498431 0.6 -0.5 1.0
F -1.531983 1.975231 -0.559828 2.5 -2.0 -0.9
C -0.292559 1.255497 -0.811417 -2.0 1.2 1.5
H -1.887481 -0.967733 0.078008 -1.0 -0.4 -0.3
C -0.091459 -0.528679 1.308144 1.6 1.3 -3.7
F 0.060072 1.380564 -2.078237 -0.7 0.5 -0.5
O -1.535902 -0.875171 -0.823670 1.7 1.0 1.4
O 0.773759 -0.776621 -1.148994 0.3 -0.6 1.2
F 0.607439 1.910189 -0.083273 0.2 0.1 0.1
O -0.999329 -0.595060 2.059528 -1.4 -0.4 0.5
H 1.756522 -0.564158 0.634740 0.3 0.0 0.6
H 0.554892 -0.859266 -2.078587 -0.2 0.1 -0.2
```
Forces are in eV/Å.

Energy relative to the best compared isomer or geometry (same formula, charge and spin) ... 2.8 kcal/mol
SMILES ... NC(=O)C(O)(O)C(F)(F)F
HOMO-LUMO gap ... 11.158 eV
Highest occupied orbital energy ... -10.5761 eV



no.,E_tot (eV)
1,-7452.11648
2,-55270.94090
3,-76817.67385
4,-25855.85778
5,-19347.37998
6,-18960.85298